Record 1
Formula: C16H60ClO15P
Source: the Open Molecules 2025 dataset
Level of theory: ωB97M-V with the def2-TZVPD basis set

Atoms and positions in Å:
O (0.746, 2.043, 3.196)
C (0.670, 2.442, 2.073)
Cl (1.944, 2.004, 0.891)
C (-0.429, 3.242, 1.481)
P (-1.766, 2.072, 0.909)
H (-0.043, 3.773, 0.628)
H (-0.802, 3.943, 2.209)
H (-1.121, 0.832, 0.751)
H (-2.485, 1.895, 2.104)
C (-2.914, -1.728, 2.236)
O (-3.546, -0.911, 1.257)
H (-2.931, -1.191, 3.181)
H (-3.446, -2.675, 2.359)
H (-1.874, -1.934, 1.961)
H (-3.523, -1.383, 0.417)
C (1.608, 6.730, -0.287)
O (1.068, 5.441, -0.564)
H (0.830, 7.316, 0.196)
H (2.467, 6.659, 0.386)
H (1.911, 7.235, -1.208)
H (1.755, 4.920, -0.990)
C (-1.705, -1.246, -2.094)
O (-2.499, -2.160, -1.314)
H (-1.766, -0.268, -1.625)
H (-0.662, -1.567, -2.114)
H (-2.082, -1.173, -3.112)
H (-2.449, -3.026, -1.719)
C (-3.600, 3.006, -2.386)
O (-3.414, 1.602, -2.238)
H (-2.638, 3.455, -2.620)
H (-4.299, 3.225, -3.199)
H (-3.978, 3.441, -1.458)
H (-4.267, 1.219, -2.025)
C (2.207, -1.325, 4.239)
O (1.059, -0.530, 4.534)
H (2.290, -2.095, 5.004)
H (2.112, -1.803, 3.266)
H (3.111, -0.709, 4.255)
H (0.987, 0.148, 3.854)
C (0.836, 1.315, -3.099)
O (1.088, -0.058, -2.805)
H (-0.037, 1.367, -3.746)
H (0.634, 1.871, -2.179)
H (1.694, 1.757, -3.610)
H (1.861, -0.096, -2.234)
C (4.063, -4.455, 3.301)
O (3.407, -3.651, 2.323)
H (4.026, -3.930, 4.252)
H (3.559, -5.417, 3.408)
H (5.107, -4.617, 3.024)
H (3.450, -4.124, 1.490)
C (2.032, -7.160, 1.796)
O (3.342, -7.299, 1.243)
H (2.055, -7.544, 2.811)
H (1.736, -6.107, 1.817)
H (1.308, -7.732, 1.212)
H (3.318, -6.965, 0.344)
C (-1.777, 0.119, -6.457)
O (-1.803, 0.249, -5.042)
H (-0.982, -0.576, -6.720)
H (-2.730, -0.276, -6.825)
H (-1.581, 1.082, -6.922)
H (-2.509, 0.866, -4.825)
C (4.821, 2.421, -3.447)
O (3.705, 3.263, -3.161)
H (4.931, 1.729, -2.616)
H (4.654, 1.850, -4.364)
H (5.739, 3.005, -3.546)
H (3.605, 3.873, -3.895)
C (3.251, -2.872, -3.058)
O (4.029, -1.692, -2.854)
H (3.152, -3.372, -2.098)
H (2.258, -2.612, -3.431)
H (3.745, -3.547, -3.762)
H (4.111, -1.252, -3.703)
C (-0.041, -1.773, 7.777)
O (-0.895, -1.583, 6.657)
H (-0.623, -2.246, 8.564)
H (0.799, -2.424, 7.519)
H (0.344, -0.818, 8.144)
H (-0.375, -1.165, 5.962)
C (-3.399, 3.934, -7.189)
O (-3.521, 2.539, -6.917)
H (-2.760, 4.362, -6.421)
H (-2.942, 4.104, -8.166)
H (-4.373, 4.428, -7.154)
H (-4.085, 2.158, -7.593)
C (-4.364, -0.103, 7.478)
O (-3.933, -1.029, 6.495)
H (-5.439, 0.022, 7.368)
H (-4.155, -0.470, 8.487)
H (-3.883, 0.871, 7.342)
H (-2.980, -1.137, 6.594)

Its multiplicity is 1. The calculation puts the HOMO-LUMO gap at 9.2 eV. The highest occupied orbital energy is -8.83 eV. As for the total charge: 0.

=====

Record 2
Formula: C16H60O22
Source: the Open Molecules 2025 dataset
Level of theory: ωB97M-V with the def2-TZVPD basis set

Atoms and positions in Å:
C (3.608, 2.968, 3.769)
C (2.432, 4.060, 4.090)
O (1.631, 4.159, 2.873)
O (3.046, 1.677, 3.935)
H (4.409, 3.134, 4.489)
H (4.058, 3.064, 2.781)
H (2.720, 5.067, 4.392)
H (1.830, 3.702, 4.925)
H (1.287, 3.286, 2.668)
H (3.792, 1.076, 3.877)
C (2.618, -0.868, -3.378)
C (1.494, -0.250, -4.176)
O (0.973, -1.112, -5.184)
O (3.685, -1.315, -4.202)
H (2.210, -1.715, -2.826)
H (2.992, -0.076, -2.729)
H (1.871, 0.659, -4.645)
H (0.665, 0.008, -3.517)
H (0.306, -1.640, -4.739)
H (3.424, -2.052, -4.759)
C (-0.429, -4.810, -0.716)
C (1.018, -4.572, -1.113)
O (1.035, -4.388, -2.504)
O (-1.162, -3.650, -0.704)
H (-0.366, -5.217, 0.293)
H (-0.841, -5.504, -1.449)
H (1.556, -5.445, -0.746)
H (1.528, -3.775, -0.572)
H (0.331, -3.786, -2.755)
H (-0.862, -3.219, 0.100)
C (-1.124, -3.884, -5.751)
C (-1.782, -3.157, -4.583)
O (-0.875, -2.575, -3.693)
O (-2.253, -4.304, -6.659)
H (-0.619, -4.800, -5.444)
H (-0.449, -3.303, -6.379)
H (-2.426, -3.935, -4.172)
H (-2.468, -2.353, -4.852)
H (-1.248, -2.167, -2.908)
H (-1.913, -4.516, -7.532)
C (3.028, -1.076, 2.329)
C (3.895, -1.509, 3.485)
O (4.630, -0.328, 3.929)
O (1.816, -0.530, 2.770)
H (2.746, -1.992, 1.810)
H (3.543, -0.357, 1.692)
H (4.521, -2.334, 3.145)
H (3.219, -1.904, 4.243)
H (5.094, -0.604, 4.723)
H (1.942, 0.305, 3.227)
C (-4.385, -1.848, 0.584)
C (-5.199, -2.062, -0.773)
O (-5.999, -0.880, -1.038)
O (-3.310, -0.894, 0.412)
H (-3.968, -2.790, 0.940)
H (-5.018, -1.397, 1.349)
H (-5.875, -2.907, -0.644)
H (-4.604, -2.418, -1.614)
H (-5.406, -0.165, -1.279)
H (-2.816, -0.936, 1.234)
C (0.497, 1.572, 0.654)
C (0.798, 0.287, -0.020)
O (-0.182, -0.724, 0.185)
O (-0.399, 2.376, -0.021)
H (1.452, 2.097, 0.639)
H (0.202, 1.518, 1.702)
H (1.760, -0.068, 0.349)
H (0.922, 0.333, -1.102)
H (-0.838, -0.530, -0.488)
H (-0.307, 2.387, -0.977)
C (-1.748, 2.489, 4.553)
C (-1.743, 4.061, 4.651)
O (-1.522, 4.480, 5.969)
O (-0.610, 1.830, 5.118)
H (-1.819, 2.235, 3.495)
H (-2.649, 2.077, 5.008)
H (-2.728, 4.395, 4.327)
H (-1.001, 4.390, 3.923)
H (-1.354, 3.703, 6.507)
H (-0.525, 2.173, 6.010)
O (0.978, 2.590, -2.754)
H (0.439, 3.369, -2.885)
H (1.852, 2.851, -3.043)
O (-2.728, 3.829, -1.472)
H (-1.794, 3.680, -1.327)
H (-3.164, 3.256, -0.842)
O (-0.210, 5.285, 0.471)
H (0.013, 4.492, 0.959)
H (-0.235, 5.976, 1.133)
O (-2.021, -0.590, -2.022)
H (-2.664, -0.470, -2.720)
H (-2.529, -0.524, -1.214)
O (-0.149, 4.955, -2.137)
H (-0.376, 5.706, -2.685)
H (-0.214, 5.283, -1.241)
O (0.564, -3.190, 1.690)
H (0.750, -2.287, 1.433)
H (-0.274, -3.142, 2.150)

The value obtained for the energy above the lowest of the compared OMol25 structures with the same formula, charge and spin is 36.4 kcal per mole. Its multiplicity is 1. The calculation puts the HOMO-LUMO gap at 9.2 eV. The highest occupied orbital energy is -9.13 eV. As for the total charge: 0.

=====

Record 3
Formula: C16H64N32O16
Source: the Open Molecules 2025 dataset
Level of theory: ωB97M-V with the def2-TZVPD basis set

Atoms and positions in Å:
C (-1.322, -0.953, -3.150)
O (-2.311, -0.462, -2.675)
N (-0.534, -0.393, -4.094)
N (-0.903, -2.197, -2.679)
H (-1.033, 0.133, -4.842)
H (0.301, -0.894, -4.385)
H (0.056, -2.452, -2.975)
H (-1.323, -2.516, -1.828)
C (0.789, -1.825, -7.014)
O (1.957, -1.748, -6.663)
N (0.255, -1.046, -7.986)
N (-0.157, -2.663, -6.441)
H (0.905, -0.607, -8.578)
H (-0.706, -0.872, -8.088)
H (-0.925, -2.592, -7.020)
H (0.034, -3.436, -5.844)
C (3.907, -2.022, 1.312)
O (4.874, -2.410, 0.686)
N (2.876, -1.347, 0.698)
N (3.875, -2.112, 2.689)
H (2.764, -1.537, -0.337)
H (1.999, -1.118, 1.152)
H (4.669, -2.372, 3.186)
H (3.176, -1.549, 3.149)
C (-3.732, -1.493, 1.546)
O (-4.705, -0.801, 1.837)
N (-3.062, -2.271, 2.424)
N (-3.115, -1.442, 0.371)
H (-3.382, -2.374, 3.364)
H (-2.347, -2.893, 2.148)
H (-2.448, -2.141, 0.053)
H (-3.402, -0.688, -0.231)
C (2.831, -3.384, -2.236)
O (1.780, -3.731, -2.807)
N (3.288, -2.064, -2.234)
N (3.647, -4.205, -1.493)
H (2.901, -1.428, -2.947)
H (4.315, -1.940, -2.031)
H (4.472, -3.856, -0.972)
H (3.404, -5.143, -1.305)
C (-2.400, 2.161, -5.428)
O (-1.826, 1.306, -6.041)
N (-2.189, 3.521, -5.697)
N (-3.245, 1.859, -4.443)
H (-2.584, 4.285, -5.128)
H (-1.530, 3.788, -6.346)
H (-3.282, 0.933, -4.011)
H (-3.648, 2.616, -3.899)
C (-2.076, 5.442, 1.220)
O (-1.110, 5.819, 0.585)
N (-2.192, 5.580, 2.566)
N (-3.179, 4.909, 0.616)
H (-1.711, 6.401, 2.959)
H (-3.052, 5.222, 2.975)
H (-3.113, 4.381, -0.322)
H (-4.020, 4.848, 1.174)
C (-4.566, 2.375, 2.912)
O (-4.376, 3.544, 3.305)
N (-4.036, 1.881, 1.738)
N (-5.396, 1.536, 3.540)
H (-3.717, 2.574, 1.138)
H (-4.278, 0.955, 1.471)
H (-5.841, 1.709, 4.415)
H (-5.309, 0.599, 3.145)
C (-0.595, -3.674, 4.478)
O (-1.633, -4.159, 4.013)
N (0.303, -3.021, 3.750)
N (-0.260, -3.973, 5.779)
H (1.017, -2.552, 4.319)
H (0.071, -2.256, 3.081)
H (0.449, -3.471, 6.280)
H (-0.979, -4.302, 6.401)
C (3.045, 1.023, -4.411)
O (2.682, 0.274, -3.555)
N (3.403, 0.659, -5.668)
N (3.186, 2.387, -4.135)
H (3.222, -0.278, -6.027)
H (3.332, 1.333, -6.434)
H (3.051, 2.623, -3.119)
H (3.589, 2.969, -4.818)
C (2.632, -1.195, 6.833)
O (2.002, -2.162, 6.398)
N (3.769, -1.452, 7.667)
N (2.349, 0.116, 6.603)
H (4.114, -2.356, 7.811)
H (4.505, -0.751, 7.410)
H (1.484, 0.325, 6.018)
H (2.834, 0.804, 7.157)
C (-0.220, -4.528, 0.561)
O (-0.772, -3.402, 0.689)
N (0.374, -4.823, -0.584)
N (-0.304, -5.590, 1.442)
H (0.870, -5.737, -0.721)
H (0.663, -4.053, -1.192)
H (-0.734, -5.407, 2.335)
H (0.299, -6.387, 1.280)
C (0.300, 0.564, 1.251)
O (0.780, 0.030, 2.267)
N (-0.151, -0.163, 0.172)
N (0.077, 1.900, 1.250)
H (-0.190, -1.192, 0.254)
H (-0.733, 0.262, -0.553)
H (0.217, 2.237, 2.193)
H (-0.727, 2.214, 0.795)
C (-1.007, 1.171, 4.822)
O (-0.211, 1.051, 5.685)
N (-1.527, 2.435, 4.470)
N (-1.369, 0.202, 3.925)
H (-1.340, 3.282, 5.006)
H (-2.193, 2.607, 3.729)
H (-1.952, 0.538, 3.190)
H (-0.690, -0.493, 3.842)
C (-1.134, 3.512, -1.982)
O (-2.293, 3.724, -1.688)
N (-0.599, 2.337, -2.442)
N (-0.226, 4.573, -1.979)
H (0.346, 2.035, -2.615)
H (-1.276, 1.596, -2.372)
H (0.771, 4.329, -1.881)
H (-0.525, 5.308, -1.382)
C (2.801, 2.735, -0.620)
O (2.532, 3.479, -1.536)
N (2.832, 3.173, 0.726)
N (3.203, 1.444, -0.808)
H (2.275, 2.619, 1.414)
H (2.341, 4.057, 0.724)
H (3.272, 1.026, -1.693)
H (3.657, 1.021, -0.011)

The value obtained for the energy above the lowest of the compared OMol25 structures with the same formula, charge and spin is 0.0 kcal per mole. Its multiplicity is 1. The calculation puts the HOMO-LUMO gap at 9.7 eV. The highest occupied orbital energy is -9.37 eV. As for the total charge: 0.

=====

Record 4
Formula: C16H7F3N2OsS6
Source: the Open Molecules 2025 dataset
Level of theory: ωB97M-V with the def2-TZVPD basis set

Atoms and positions in Å:
Os (0.765, -0.682, 0.525)
S (7.573, 0.249, 2.818)
C (6.066, 0.007, 2.274)
S (5.499, 0.518, 0.712)
C (3.853, -0.025, 0.880)
C (3.535, -0.595, 2.083)
S (1.921, -1.080, 2.444)
S (4.801, -0.698, 3.250)
S (2.706, 0.175, -0.362)
F (-3.147, 0.020, -2.906)
C (-2.562, 1.199, -3.159)
F (-3.229, 1.756, -4.183)
F (-2.754, 1.989, -2.092)
C (-1.093, 1.041, -3.486)
C (-0.632, 1.444, -4.727)
C (0.709, 1.306, -5.033)
C (1.540, 0.761, -4.070)
N (1.105, 0.364, -2.879)
C (-0.175, 0.498, -2.575)
S (-0.755, -0.062, -0.976)
H (-1.322, 1.864, -5.444)
H (1.098, 1.613, -5.994)
H (2.600, 0.632, -4.256)
N (-4.929, -1.514, 5.270)
C (-4.060, -1.348, 4.537)
C (-2.964, -1.139, 3.614)
C (-2.375, -2.228, 2.979)
C (-1.314, -2.029, 2.111)
C (-0.841, -0.738, 1.838)
C (-1.448, 0.343, 2.482)
C (-2.497, 0.148, 3.365)
H (-2.743, -3.226, 3.176)
H (-0.867, -2.898, 1.638)
H (-1.102, 1.349, 2.286)
H (-2.963, 0.989, 3.862)

The value obtained for the energy above the lowest of the compared OMol25 structures with the same formula, charge and spin is 45.9 kcal per mole. Its multiplicity is 1. The calculation puts the HOMO-LUMO gap (alpha / beta) at 5.6 / 5.6 eV. The highest occupied orbital energy (alpha / beta) is -8.28 / -8.27 eV. As for the total charge: 0.